No. 1
{"formula": "C3H5N4O2", "method": "the ωB97M-V functional and the def2-TZVPD basis", "homo_energy_ev": -14.65, "orbital_gap_ev": 7.60, "charge": 1, "relative_energy_kj_mol": 737.5, "e_lumo_ev": -7.045, "elements": ["C", "C", "C", "N", "N", "N", "N", "O", "O", "H", "H", "H", "H", "H"], "positions_angstrom": [[1.3508, -0.2239, -1.9305], [1.0399, 1.1479, -0.2073], [-1.0593, -0.4773, 2.0698], [0.1793, -0.5156, -1.5389], [-0.0790, 0.2778, -0.4866], [1.9048, 0.7297, -1.1237], [-1.3922, 0.3085, -0.1677], [-2.2255, 0.2547, -1.0130], [-1.7628, 0.2265, 1.0958], [2.0249, -0.8346, -2.5407], [0.0193, -0.1983, 2.2265], [-1.0878, -1.4227, 1.7782], [-1.7273, -0.3391, 3.0111], [2.8147, 1.0665, -1.1731]], "atomic_forces_ev_per_a": [[1.5, -1.5, 0.1], [-1.0, 0.9, 1.8], [1.4, 2.6, 4.0], [-1.2, -1.7, -2.0], [2.6, 0.7, -0.6], [-2.7, -0.1, 0.9], [-1.4, -0.8, -0.3], [1.3, 0.4, 1.4], [-1.4, 2.5, -2.0], [-0.9, 0.3, -0.4], [-1.3, 0.3, -0.1], [-0.1, -4.5, -1.0], [1.5, -0.1, -1.7], [1.8, 0.9, -0.1]], "mulliken_charge": [-0.023, -0.091, -0.578, -0.717, 0.630, 0.005, 0.804, -0.342, -0.172, 0.376, 0.288, 0.401, 0.276, 0.142]}


No. 2
{"formula": "C3H3CaFO4", "method": "the ωB97M-V functional and the def2-TZVPD basis", "homo_energy_ev": [-21.31, -20.62], "orbital_gap_ev": [9.03, 8.33], "charge": 3, "s_squared": 0.753, "relative_energy_kj_mol": 0.0, "spin_multiplicity": 2, "e_lumo_ev": [-12.287, -12.287], "elements": ["C", "C", "O", "O", "H", "H", "H", "F", "C", "O", "Ca", "O"], "positions_angstrom": [[-2.1581, 1.6146, 0.9614], [-1.8878, 0.1541, 0.8510], [-0.6458, -0.1270, 0.4320], [-3.2333, 2.1423, 1.3197], [-1.4212, 2.3856, 0.6836], [-2.6591, -0.3091, 0.1902], [-2.1022, -0.3315, 1.8331], [-4.2016, 1.1881, 1.6205], [2.7960, -1.1850, -1.6356], [3.8943, -1.5295, -1.6595], [6.3964, -2.3338, -3.1208], [5.2224, -1.6687, -1.4755]], "atomic_forces_ev_per_a": [[0.1, 0.2, -0.2], [-0.4, -0.3, 0.2], [0.2, 0.1, -0.1], [-0.1, 0.2, 0.0], [-0.1, -0.2, 0.2], [0.1, 0.1, 0.1], [0.0, 0.1, -0.2], [0.0, -0.1, 0.1], [-0.7, 0.1, 0.2], [-0.9, 0.2, 0.0], [1.1, -0.4, -0.7], [0.8, 0.0, 0.4]], "mulliken_charge": [0.211, -0.173, -0.255, 0.078, 0.406, 0.369, 0.370, -0.005, 0.330, 0.395, 1.864, -0.589]}


No. 3
{"formula": "CHClNP", "method": "the ωB97M-V functional and the def2-TZVPD basis", "smiles": "N#CPCl", "homo_energy_ev": -11.05, "orbital_gap_ev": 10.64, "relative_energy_kj_mol": 0.0, "e_lumo_ev": -0.412, "elements": ["C", "N", "P", "Cl", "H"], "positions_angstrom": [[-0.1843, 2.2455, -0.2781], [-0.8709, 3.0049, 0.2004], [0.7619, 0.4017, -0.8245], [2.4207, 0.3939, 0.2584], [-0.2138, 0.0348, 0.2266]], "atomic_forces_ev_per_a": [[3.2, -4.4, -1.9], [-1.7, 2.1, 1.0], [-3.3, 2.5, 1.1], [0.7, 0.1, 0.6], [1.0, -0.3, -0.8]], "mulliken_charge": [0.070, -0.325, 0.236, -0.107, 0.126]}


Please write out number 1 again, unchanged.
{"formula": "C3H5N4O2", "method": "the ωB97M-V functional and the def2-TZVPD basis", "homo_energy_ev": -14.65, "orbital_gap_ev": 7.60, "charge": 1, "relative_energy_kj_mol": 737.5, "e_lumo_ev": -7.045, "elements": ["C", "C", "C", "N", "N", "N", "N", "O", "O", "H", "H", "H", "H", "H"], "positions_angstrom": [[1.3508, -0.2239, -1.9305], [1.0399, 1.1479, -0.2073], [-1.0593, -0.4773, 2.0698], [0.1793, -0.5156, -1.5389], [-0.0790, 0.2778, -0.4866], [1.9048, 0.7297, -1.1237], [-1.3922, 0.3085, -0.1677], [-2.2255, 0.2547, -1.0130], [-1.7628, 0.2265, 1.0958], [2.0249, -0.8346, -2.5407], [0.0193, -0.1983, 2.2265], [-1.0878, -1.4227, 1.7782], [-1.7273, -0.3391, 3.0111], [2.8147, 1.0665, -1.1731]], "atomic_forces_ev_per_a": [[1.5, -1.5, 0.1], [-1.0, 0.9, 1.8], [1.4, 2.6, 4.0], [-1.2, -1.7, -2.0], [2.6, 0.7, -0.6], [-2.7, -0.1, 0.9], [-1.4, -0.8, -0.3], [1.3, 0.4, 1.4], [-1.4, 2.5, -2.0], [-0.9, 0.3, -0.4], [-1.3, 0.3, -0.1], [-0.1, -4.5, -1.0], [1.5, -0.1, -1.7], [1.8, 0.9, -0.1]], "mulliken_charge": [-0.023, -0.091, -0.578, -0.717, 0.630, 0.005, 0.804, -0.342, -0.172, 0.376, 0.288, 0.401, 0.276, 0.142]}